Record 1
{
  "formula": "C43H46F6O6PS",
  "method": "ωB97M-V/def2-TZVPD",
  "charge": -1,
  "e_homo_ev": -4.90,
  "species": ["C", "C", "O", "P", "O", "C", "C", "C", "S", "O", "O", "O", "O", "C", "C", "H", "H", "H", "H", "H", "H", "H", "H", "H", "H", "H", "H", "H", "H", "H", "H", "F", "C", "C", "C", "C", "C", "C", "H", "H", "H", "H", "H", "F", "C", "C", "C", "C", "C", "C", "H", "H", "H", "H", "H", "F", "C", "C", "C", "C", "C", "C", "H", "H", "H", "H", "H", "F", "C", "C", "C", "C", "C", "C", "H", "H", "H", "H", "H", "F", "C", "C", "C", "C", "C", "C", "H", "H", "H", "H", "H", "F", "C", "C", "C", "C", "C", "C", "H", "H", "H", "H", "H"],
  "xyz": [[3.200, 2.022, 2.964], [3.767, 0.969, 1.954], [5.194, 1.176, 1.914], [5.981, 0.279, 0.775], [6.969, 1.192, 0.140], [6.957, -1.036, 1.636], [6.611, -0.988, 3.173], [7.535, -1.950, 4.010], [6.586, -3.135, 5.023], [7.257, -4.432, 4.824], [6.643, -2.735, 6.439], [5.157, -3.227, 4.529], [5.008, -0.275, -0.453], [4.307, -1.503, -0.126], [2.821, -1.332, -0.650], [3.322, 1.658, 4.006], [3.884, 2.895, 2.875], [2.148, 2.283, 2.748], [3.511, -0.035, 2.370], [3.281, 1.076, 0.962], [8.027, -0.742, 1.570], [6.856, -2.050, 1.206], [5.538, -1.240, 3.288], [6.785, 0.026, 3.589], [8.151, -1.335, 4.699], [8.254, -2.459, 3.338], [4.348, -1.779, 0.946], [4.752, -2.326, -0.722], [2.427, -2.244, -1.130], [2.864, -0.537, -1.424], [2.214, -0.961, 0.198], [2.632, 0.114, -3.848], [2.882, 1.427, -4.035], [3.948, 1.996, -3.375], [4.224, 3.343, -3.559], [3.419, 4.105, -4.398], [2.342, 3.518, -5.054], [2.073, 2.167, -4.876], [4.553, 1.383, -2.716], [5.064, 3.798, -3.049], [3.630, 5.158, -4.540], [1.712, 4.112, -5.703], [1.245, 1.688, -5.384], [-0.401, -1.919, 1.277], [-1.101, -1.290, 0.318], [-1.981, -0.283, 0.671], [-2.700, 0.369, -0.321], [-2.539, 0.002, -1.651], [-1.655, -1.014, -1.991], [-0.927, -1.661, -1.001], [-2.099, -0.016, 1.714], [-3.386, 1.164, -0.056], [-3.104, 0.509, -2.423], [-1.532, -1.303, -3.027], [-0.227, -2.449, -1.249], [-5.392, -0.591, -1.461], [-5.950, -1.740, -1.039], [-7.211, -2.083, -1.488], [-7.785, -3.271, -1.054], [-7.096, -4.095, -0.172], [-5.829, -3.735, 0.274], [-5.250, -2.553, -0.165], [-7.730, -1.426, -2.161], [-8.769, -3.554, -1.405], [-7.547, -5.020, 0.168], [-5.294, -4.375, 0.965], [-4.260, -2.260, 0.165], [-8.535, -2.356, -3.703], [-8.109, -2.948, -4.837], [-8.915, -2.922, -5.958], [-8.471, -3.528, -7.126], [-7.233, -4.158, -7.154], [-6.436, -4.179, -6.016], [-6.873, -3.566, -4.850], [-9.880, -2.433, -5.914], [-9.090, -3.508, -8.014], [-6.890, -4.634, -8.064], [-5.474, -4.674, -6.037], [-6.262, -3.564, -3.956], [2.647, 6.443, -0.666], [3.522, 6.526, 0.354], [3.595, 7.694, 1.089], [4.495, 7.776, 2.144], [5.316, 6.695, 2.442], [5.235, 5.529, 1.691], [4.328, 5.442, 0.644], [2.952, 8.528, 0.836], [4.556, 8.683, 2.732], [6.020, 6.763, 3.263], [5.878, 4.688, 1.921], [4.245, 4.538, 0.053], [-4.621, 2.174, 3.803], [-4.766, 0.910, 4.239], [-4.433, 0.601, 5.544], [-4.587, -0.703, 5.993], [-5.062, -1.684, 5.131], [-5.389, -1.360, 3.820], [-5.245, -0.054, 3.373], [-4.056, 1.377, 6.199], [-4.336, -0.956, 7.016], [-5.178, -2.702, 5.482], [-5.755, -2.125, 3.146], [-5.503, 0.219, 2.357]],
  "forces_ev_per_angstrom": [[1.03, -0.22, -0.27], [-1.36, 0.32, 1.48], [-0.85, -1.81, -1.67], [2.80, 1.88, -1.54], [-0.73, -0.31, 0.21], [-0.41, 0.18, 1.30], [0.32, -0.42, 0.05], [-0.24, 1.08, -0.50], [-2.27, -3.02, 1.02], [0.26, 0.92, -0.42], [0.25, 0.84, -1.17], [2.40, 1.17, 0.12], [0.47, -0.25, 2.80], [-1.52, -0.72, -1.46], [1.13, 0.63, 0.53], [-0.27, 0.13, -0.66], [-0.81, -0.23, -0.02], [0.59, -0.09, 0.17], [0.37, 0.45, -0.49], [0.57, 0.05, 0.44], [-0.80, 0.06, -0.56], [-0.20, 0.48, 0.30], [0.66, -0.03, 0.32], [-0.33, -0.45, -0.63], [-0.47, -0.51, -0.21], [-0.66, -0.19, 0.51], [0.02, 0.27, -0.51], [0.11, 0.48, 0.49], [0.09, 0.35, 0.57], [-0.14, -0.51, 0.41], [-0.10, -0.42, -0.65], [-0.10, -0.02, -0.09], [0.03, 0.38, -0.09], [0.36, -0.19, 0.36], [-0.22, 0.06, -0.17], [0.00, 0.05, -0.02], [0.20, -0.05, 0.15], [-0.23, -0.13, -0.14], [0.01, 0.02, 0.00], [-0.02, -0.06, 0.02], [-0.02, -0.04, 0.01], [0.01, -0.05, 0.01], [0.01, -0.01, 0.04], [0.03, -0.02, 0.04], [-0.22, 0.19, -0.32], [-0.05, 0.09, 0.29], [0.16, -0.13, -0.13], [0.05, 0.08, -0.08], [-0.10, 0.14, 0.19], [0.16, -0.24, -0.08], [0.04, -0.02, -0.01], [0.01, -0.04, 0.02], [0.01, -0.03, 0.03], [0.04, 0.00, 0.04], [0.00, 0.01, 0.05], [-0.13, 0.07, -0.04], [-0.27, -0.54, 0.24], [0.17, 0.28, 0.30], [0.24, -0.04, 0.19], [-0.07, -0.05, 0.00], [-0.18, 0.07, -0.13], [0.38, 0.11, 0.12], [0.10, 0.16, 0.17], [0.03, 0.05, -0.01], [0.02, 0.03, -0.01], [0.03, 0.04, -0.04], [-0.01, 0.05, -0.04], [-0.45, -0.14, -0.66], [0.17, -0.25, -0.47], [-0.25, 0.14, 0.03], [0.18, -0.06, 0.12], [0.01, -0.03, -0.09], [-0.19, 0.07, -0.09], [0.17, 0.00, 0.27], [0.03, 0.01, 0.03], [-0.01, 0.01, 0.05], [-0.01, 0.02, 0.04], [-0.02, 0.04, 0.03], [-0.05, 0.01, 0.01], [-0.05, 0.01, -0.06], [0.33, 0.02, 0.39], [-0.16, 0.21, -0.06], [0.06, -0.22, -0.07], [0.03, 0.05, 0.06], [-0.05, 0.16, 0.05], [-0.03, -0.26, -0.19], [-0.01, -0.04, -0.01], [-0.02, -0.01, -0.04], [-0.03, -0.02, -0.03], [-0.06, -0.02, -0.06], [0.01, 0.02, 0.00], [0.01, 0.06, -0.03], [-0.04, -0.45, 0.18], [0.08, 0.18, 0.17], [-0.08, -0.04, -0.23], [-0.01, -0.07, 0.06], [0.07, 0.05, 0.20], [-0.07, 0.08, -0.34], [-0.01, 0.01, -0.04], [0.02, 0.04, -0.04], [0.01, 0.04, -0.02], [0.00, 0.06, -0.02], [0.03, 0.01, 0.01]]
}

Record 2
{
  "formula": "C34H58Cl9F7N3O2S4",
  "method": "ωB97M-V/def2-TZVPD",
  "charge": 1,
  "e_homo_ev": -10.17,
  "species": ["C", "C", "C", "C", "N", "C", "C", "C", "C", "C", "C", "C", "C", "F", "N", "C", "C", "C", "F", "S", "O", "O", "C", "F", "F", "C", "F", "F", "F", "C", "C", "C", "C", "Cl", "N", "C", "S", "C", "S", "S", "C", "C", "C", "H", "H", "H", "H", "H", "H", "H", "H", "H", "H", "H", "H", "H", "H", "H", "H", "H", "H", "H", "H", "H", "H", "H", "H", "H", "H", "H", "H", "H", "H", "H", "H", "H", "H", "H", "H", "H", "H", "H", "H", "H", "H", "Cl", "C", "C", "Cl", "H", "H", "H", "H", "Cl", "C", "C", "Cl", "H", "H", "H", "H", "Cl", "C", "C", "Cl", "H", "H", "H", "H", "Cl", "C", "C", "Cl", "H", "H", "H", "H"],
  "xyz": [[1.158, -5.941, -4.275], [2.478, -5.285, -3.834], [2.891, -4.188, -4.840], [3.038, -2.791, -4.230], [1.701, -2.187, -3.999], [1.333, -2.106, -2.569], [-0.151, -2.350, -2.321], [-0.514, -2.266, -0.834], [-1.002, -0.864, -0.365], [0.115, 0.049, 0.192], [0.141, 0.154, 1.724], [-0.282, -1.170, 2.408], [-1.699, -0.999, 2.951], [0.486, -1.583, 3.499], [1.427, 0.851, 2.224], [1.331, 0.888, 3.775], [1.903, 1.970, 4.671], [3.402, 2.147, 4.867], [1.288, 3.209, 4.473], [2.884, -0.124, 1.806], [3.906, 0.207, 2.744], [2.498, -1.492, 1.780], [3.632, 0.232, 0.111], [3.329, -0.810, -0.652], [3.208, 1.338, -0.492], [5.201, 0.296, 0.209], [5.612, 0.436, -1.053], [5.695, -0.823, 0.695], [5.596, 1.358, 0.893], [1.366, 2.306, 1.711], [2.661, 3.106, 1.841], [0.792, 2.534, 0.297], [-0.113, 1.470, -0.363], [0.275, 1.470, -2.117], [-1.508, 1.835, -0.105], [-2.279, 2.203, -0.977], [-3.374, 2.504, -2.027], [1.518, -0.928, -4.615], [0.100, -0.528, -5.313], [2.893, 0.167, -4.506], [2.335, 1.742, -5.174], [3.002, 2.868, -4.382], [2.698, 4.229, -5.024], [0.958, -6.874, -3.752], [1.210, -6.082, -5.352], [0.353, -5.224, -4.097], [2.362, -4.862, -2.835], [3.254, -6.050, -3.812], [3.842, -4.451, -5.309], [2.162, -4.105, -5.648], [3.594, -2.877, -3.290], [3.645, -2.190, -4.903], [1.596, -1.106, -2.205], [1.890, -2.854, -2.010], [-0.355, -3.371, -2.655], [-0.793, -1.695, -2.909], [0.303, -2.618, -0.196], [-1.347, -2.948, -0.649], [-1.439, -0.409, -1.251], [-1.822, -1.012, 0.331], [1.048, -0.316, -0.240], [-0.624, 0.898, 1.962], [-0.265, -2.034, 1.750], [-1.603, -0.321, 3.802], [-2.361, -0.500, 2.248], [-2.098, -1.937, 3.326], [1.737, -0.048, 4.150], [0.263, 0.842, 3.975], [1.536, 1.653, 5.654], [3.778, 1.318, 5.465], [3.979, 2.220, 3.955], [3.534, 3.057, 5.452], [0.628, 2.752, 2.376], [2.741, 3.612, 2.797], [3.575, 2.532, 1.700], [2.671, 3.896, 1.093], [1.559, 2.805, -0.419], [0.198, 3.445, 0.373], [2.620, 1.838, -6.222], [1.253, 1.817, -5.093], [4.082, 2.714, -4.317], [2.631, 2.876, -3.354], [1.652, 4.260, -5.329], [2.868, 5.034, -4.310], [3.337, 4.393, -5.890], [-1.788, 3.231, 5.146], [-3.508, 3.123, 5.646], [-3.900, 1.716, 6.004], [-3.894, 0.670, 4.564], [-4.119, 3.507, 4.831], [-3.630, 3.774, 6.511], [-4.910, 1.699, 6.412], [-3.223, 1.282, 6.736], [-5.598, -2.541, 5.771], [-7.052, -2.016, 6.661], [-7.987, -1.205, 5.802], [-7.301, 0.385, 5.367], [-6.724, -1.453, 7.531], [-7.560, -2.917, 6.999], [-8.908, -1.014, 6.349], [-8.229, -1.723, 4.878], [-0.375, -4.877, -7.763], [0.537, -5.487, -9.169], [1.227, -6.793, -8.874], [2.541, -6.590, -7.687], [1.251, -4.720, -9.458], [-0.177, -5.625, -9.980], [1.673, -7.187, -9.785], [0.534, -7.531, -8.478], [-6.217, 6.317, 6.191], [-5.676, 6.878, 4.588], [-6.327, 6.108, 3.469], [-5.780, 4.408, 3.436], [-4.593, 6.786, 4.554], [-5.940, 7.931, 4.509], [-6.058, 6.551, 2.512], [-7.410, 6.103, 3.560]],
  "forces_ev_per_angstrom": [[0.32, 0.67, 0.17], [-0.39, -0.13, -0.65], [0.17, 0.28, 0.22], [0.04, -0.75, -0.04], [1.00, 0.36, 0.26], [-0.78, 0.48, -0.27], [0.21, -0.66, 0.29], [-0.47, 0.33, 0.25], [0.45, -0.98, -0.32], [-0.41, 0.41, -0.62], [-0.04, -0.16, -0.47], [-1.03, -0.93, 0.56], [0.72, 0.46, 0.33], [0.14, 0.25, -0.09], [-0.53, 0.43, -0.07], [0.12, -0.30, 0.51], [0.42, 0.31, 0.59], [-0.20, 0.10, -0.04], [0.00, -0.07, -0.34], [1.56, -1.81, 1.14], [-0.41, 0.90, -0.23], [-0.77, 0.46, -0.66], [0.31, 0.01, -0.74], [-0.06, -0.04, 0.23], [-0.06, 0.02, 0.32], [-0.13, 0.19, -0.69], [0.01, -0.03, 0.13], [-0.02, 0.04, 0.31], [0.03, -0.10, 0.20], [-0.23, 0.84, -0.47], [0.29, 0.16, 0.30], [-0.11, -0.08, -0.57], [0.02, 0.42, 0.65], [-0.14, -0.10, -0.07], [0.34, 0.28, -0.65], [-0.19, -0.66, 0.52], [0.03, 0.27, -0.03], [-0.58, 0.11, -0.45], [0.02, 0.00, 0.15], [0.07, -0.22, 0.15], [0.24, 0.41, 0.23], [-0.07, 0.29, 0.03], [0.11, -0.33, 0.20], [-0.09, -0.03, -0.06], [-0.17, -0.39, 0.03], [-0.17, -0.18, 0.00], [0.16, -0.11, 0.09], [0.06, 0.05, 0.24], [0.01, -0.01, 0.02], [-0.03, -0.09, 0.00], [0.00, 0.19, 0.02], [-0.18, 0.16, -0.03], [0.15, -0.11, 0.15], [0.15, 0.01, -0.07], [-0.07, 0.06, -0.12], [0.12, 0.09, -0.06], [0.10, -0.04, -0.12], [0.05, -0.07, -0.03], [-0.01, 0.24, 0.10], [0.03, 0.28, 0.15], [0.11, -0.02, 0.28], [0.09, 0.01, 0.27], [0.37, 0.34, -0.42], [-0.17, -0.02, 0.04], [-0.12, -0.23, -0.06], [-0.09, -0.06, -0.20], [0.05, 0.02, -0.15], [-0.04, 0.16, -0.21], [-0.20, -0.19, -0.12], [0.07, -0.06, -0.12], [0.03, 0.00, 0.02], [0.02, 0.00, 0.02], [0.07, -0.30, 0.27], [-0.06, -0.13, 0.04], [-0.07, -0.04, -0.07], [-0.11, -0.09, -0.12], [0.25, -0.29, 0.20], [-0.04, -0.03, 0.14], [-0.10, -0.23, -0.06], [-0.04, -0.15, -0.06], [0.01, -0.01, -0.04], [-0.05, -0.19, 0.00], [0.01, 0.13, -0.08], [0.05, 0.06, -0.06], [-0.12, 0.07, -0.09], [0.00, -0.02, -0.03], [-0.12, 0.06, 0.06], [0.03, 0.01, 0.11], [-0.09, 0.03, 0.02], [0.29, -0.09, 0.19], [0.07, -0.01, 0.01], [-0.03, 0.04, -0.08], [0.03, -0.02, -0.04], [0.02, 0.02, 0.01], [-0.04, -0.03, 0.07], [-0.10, -0.01, 0.02], [-0.07, -0.01, 0.00], [0.03, 0.02, -0.03], [-0.01, -0.01, -0.04], [0.02, 0.01, 0.03], [0.06, 0.02, -0.02], [0.03, 0.03, 0.02], [-0.03, 0.01, -0.09], [-0.03, -0.04, -0.06], [0.08, -0.04, -0.04], [0.01, 0.00, 0.05], [-0.02, -0.03, 0.03], [0.03, 0.04, 0.00], [-0.01, 0.04, 0.05], [0.04, -0.03, 0.01], [0.02, 0.08, -0.02], [-0.03, 0.08, -0.02], [-0.23, 0.04, -0.27], [0.00, -0.03, 0.01], [-0.05, -0.01, 0.01], [0.05, -0.03, 0.00], [0.01, -0.04, 0.06]]
}

Total energy for the records above, in order: -3456.4156 -8078.2828 Ha
Kohn-Sham gap for the records above, in order: 6.60 6.88 eV